C8H10N3 | wB97M-V/def2-TZVPD

```
! RIJCOSX wB97M-V def2-TZVPD def2/J DEFGRID3
* xyz 1 1
C 1.898 -1.283 0.112
C 3.254 -0.819 0.121
C 2.588 1.292 -0.188
C -1.249 1.209 -0.145
C 0.832 -0.485 -0.095
C -1.038 -1.276 0.045
C 1.206 0.868 -0.248
C -3.231 -0.221 0.141
N 3.524 0.452 0.007
N -1.773 -0.035 0.007
N 0.026 1.648 -0.135
H 1.964 -2.314 0.068
H 4.081 -1.539 0.203
H 3.005 2.388 -0.313
H -2.130 1.878 -0.142
H -1.125 -1.537 1.106
H -1.040 -2.104 -0.726
H -3.878 -0.438 -0.832
H -3.425 -1.109 0.686
H -3.599 0.712 0.513
H 0.111 2.712 -0.187
*
```

Results
HOMO level ... -12.7 eV
Gap between HOMO and LUMO ... 0.3174 hartree

=====

C8H10N3O2 | wB97M-V/def2-TZVPD

```
! RIJCOSX wB97M-V def2-TZVPD def2/J DEFGRID3
* xyz 1 1
C 2.831 0.857 -0.832
C 2.584 0.060 -1.938
C 1.921 1.151 0.091
C 1.279 -0.272 -2.215
C 0.591 0.756 -0.065
C 0.224 0.080 -1.257
C -0.847 -1.286 2.656
C -2.118 -1.168 2.346
N -0.291 1.084 0.914
N -1.055 -0.185 -1.731
N -3.213 -0.884 1.938
O -1.224 -0.716 -2.784
O -2.013 0.221 -0.852
H 3.784 1.278 -0.726
H 3.264 0.041 -2.706
H 2.238 1.704 0.944
H 1.029 -0.941 -3.106
H -0.463 -0.457 3.311
H -0.453 -2.254 2.260
H 0.055 1.599 1.676
H -2.916 -0.031 -1.236
H -4.064 -1.159 2.270
H -1.144 0.523 1.043
*
```

Results
HOMO level (spin up / spin down) ... -12.3 / -12.3 eV
Gap between HOMO and LUMO (spin up / spin down) ... 0.2397 / 0.2395 hartree

=====

C8H10N4 | wB97M-V/def2-TZVPD

```
! RIJCOSX wB97M-V def2-TZVPD def2/J DEFGRID3
* xyz 0 1
C 0.239 0.778 -4.886
C 0.981 0.593 -3.966
C 1.709 0.126 -2.864
C 2.185 -0.488 -1.891
C 2.794 -1.127 -0.887
C -3.724 -0.485 2.560
C -1.453 0.251 2.043
C -0.577 1.175 1.168
H -0.436 0.887 -5.684
H -3.383 -0.818 3.535
H -4.745 -0.063 2.642
H -3.751 -1.359 1.886
H -3.106 0.982 1.206
H 0.016 -0.782 2.549
H -0.649 2.180 1.648
H -1.051 1.270 0.163
H 1.319 1.064 0.358
H 1.267 0.947 2.011
N 3.203 -1.918 -0.016
N -2.821 0.566 2.076
N -0.960 -0.641 2.802
N 0.805 0.672 1.141
*
```

Results
HOMO level ... -8.8 eV
Gap between HOMO and LUMO ... 0.2944 hartree
SMILES ... [H]/N=C(\CN)NC.C#CC#CC#N